Molecular formula: C24H42BCl22INO3
Method: DFT, ωB97M-V/def2-TZVPD

The geometry in XYZ format:
```
94
Properties=species:S:1:pos:R:3:forces:R:3
I -2.535 1.628 3.973 -0.356 0.135 0.018
Cl 0.041 6.193 -4.755 0.000 0.038 -0.022
Cl 6.605 -2.529 -1.291 0.001 -0.018 -0.037
Cl 9.014 -4.991 -0.123 -0.057 -0.092 -0.033
Cl 10.185 -2.381 1.880 0.044 0.042 0.097
Cl -1.967 6.477 2.459 -0.162 0.153 -0.044
Cl 3.262 1.417 -7.240 0.027 0.037 0.000
Cl -4.011 -4.427 2.525 0.080 -0.020 0.313
Cl 3.917 -1.878 -2.265 0.048 -0.174 0.005
Cl -1.272 -2.352 2.561 0.300 -0.272 0.471
Cl -5.294 4.889 3.648 0.016 0.003 0.048
Cl -2.688 -5.109 -3.055 -0.008 -0.044 -0.019
Cl 10.088 -3.850 -2.597 0.026 -0.011 -0.017
Cl 2.584 0.607 -4.500 0.034 -0.008 -0.683
Cl 1.252 -3.829 2.453 0.010 -0.029 0.037
Cl 1.466 5.414 -2.313 0.008 -0.025 0.003
Cl -6.308 -7.317 -2.097 0.013 -0.036 -0.011
Cl -0.617 7.600 0.115 -0.012 0.135 -0.046
Cl 10.996 -0.843 -0.475 -0.010 0.018 -0.014
Cl -5.854 -6.229 0.585 -0.078 -0.150 -0.024
Cl -7.233 3.954 1.667 -0.052 -0.009 0.028
Cl -2.339 -4.073 -0.331 0.041 -0.016 -0.083
Cl -2.851 -5.216 5.129 0.015 -0.034 -0.008
O 3.511 1.832 -0.903 -0.182 -0.253 -0.111
O -0.463 2.108 -2.156 0.139 0.322 0.099
O 1.798 0.523 -0.411 -0.250 -0.161 -0.318
N -5.535 0.511 0.682 -0.349 0.069 0.082
C -4.985 1.563 0.091 -0.369 -0.180 0.150
C 0.916 -0.448 -1.010 -0.686 -0.845 -0.170
C -3.293 -0.322 0.997 0.105 -0.096 -0.022
C -2.705 0.773 0.374 0.975 -0.147 -0.214
C -0.483 6.525 1.512 0.113 -0.221 0.029
C 0.728 6.736 -3.214 0.041 0.013 0.105
C -0.487 1.256 1.706 -1.055 0.330 -0.457
C -0.267 3.391 3.117 -1.068 -0.200 -0.153
C 3.208 1.895 -5.534 0.034 -0.033 0.073
C 5.541 -1.273 -1.952 -0.030 0.209 0.031
C -3.631 1.702 -0.045 0.268 1.031 -0.506
C -2.681 -5.489 -1.325 0.042 -0.012 0.051
C 2.668 1.030 -1.253 1.053 0.848 0.210
C -6.270 -7.660 -0.362 -0.029 -0.004 0.022
C -6.292 3.534 3.105 0.071 -0.120 -0.033
C 9.647 -1.338 0.559 -0.047 0.030 -0.013
C -1.226 2.393 2.447 1.366 0.012 -0.333
C 10.437 -4.805 -1.152 0.083 0.003 0.036
C -1.627 1.774 -2.859 0.582 -0.103 -0.332
C -4.110 -4.299 4.285 -0.291 0.155 -0.084
C -0.271 -3.583 3.329 0.046 0.047 -0.066
C -4.654 -0.377 1.121 -0.711 -0.855 0.483
C -0.681 2.320 -0.743 -0.036 -0.499 0.026
C -0.494 -0.427 -0.460 0.217 0.813 0.584
B -1.080 0.997 0.160 -0.189 0.014 0.402
H 1.484 7.484 -3.420 0.028 -0.038 -0.064
H -1.361 3.176 -0.633 -0.153 0.128 -0.021
H -3.283 2.605 -0.515 0.058 0.256 -0.167
H -0.010 3.034 4.103 0.483 0.080 0.203
H -6.982 3.276 3.899 -0.030 0.053 0.015
H 0.888 -0.323 -2.086 0.108 0.428 -0.281
H -1.813 2.970 1.746 -0.721 -0.094 -0.006
H 2.561 2.754 -5.436 -0.154 0.087 -0.018
H -1.832 0.708 -2.776 -0.425 -0.147 0.206
H 5.473 -0.462 -1.237 -0.045 -0.020 0.058
H -4.019 -3.254 4.556 0.133 0.009 -0.026
H 2.639 0.691 -2.300 -0.408 0.002 0.733
H -2.483 2.378 -2.573 -0.249 0.006 0.236
H 0.280 2.673 -0.377 0.318 0.105 -0.017
H -0.041 -3.265 4.339 0.046 0.049 -0.014
H -5.069 -4.690 4.602 -0.001 -0.047 0.001
H 8.930 -1.883 -0.042 0.036 -0.073 -0.049
H -1.431 1.978 -3.908 0.067 0.041 -0.276
H -3.656 -5.873 -1.057 -0.079 0.056 -0.036
H -0.804 4.333 3.193 0.242 0.111 0.396
H -5.069 -1.236 1.636 -0.214 -0.152 0.048
H -0.267 5.525 1.152 -0.060 -0.003 -0.060
H 11.209 -4.302 -0.581 -0.052 0.096 0.012
H 0.558 1.540 1.690 0.417 -0.279 0.006
H -5.523 -8.423 -0.180 0.056 0.026 -0.026
H 0.321 6.881 2.144 -0.002 0.071 -0.001
H -7.248 -8.008 -0.055 -0.049 0.057 -0.029
H 1.362 -1.425 -0.842 0.260 -0.173 0.164
H -2.774 -1.165 1.437 0.185 0.306 -0.342
H -1.188 -0.799 -1.207 0.011 -0.113 -0.397
H -0.815 -4.517 3.339 -0.027 -0.069 -0.082
H 4.213 2.138 -5.211 0.028 -0.060 -0.025
H 5.965 -0.919 -2.884 0.017 -0.079 -0.044
H -0.631 0.329 2.236 0.360 -0.362 0.369
H 0.602 3.515 2.482 0.325 0.024 -0.043
H -0.532 -1.143 0.348 -0.094 -0.302 0.293
H -5.644 2.694 2.872 0.046 0.056 -0.109
H 9.192 -0.451 0.982 0.057 0.030 0.035
H -0.068 7.158 -2.612 -0.067 -0.073 -0.020
H 10.771 -5.788 -1.460 -0.059 -0.027 -0.038
H -1.915 -6.232 -1.142 0.065 0.036 -0.045
H -5.651 2.321 -0.283 -0.228 0.207 -0.084
```
Forces are in eV/Å.

Values from the calculation:
- Gap between HOMO and LUMO: 0.261 Eh
- LUMO energy: 1.76 eV
- Electronic energy: -317473.849 eV
- Net charge: -1
- HOMO level: -5.33 eV

Mulliken atomic charge list, values in e, 8 entries: number 1, I, carries -0.048; number 2, Cl, carries -0.191; number 3, Cl, carries -0.169; number 4, Cl, carries -0.132; number 5, Cl, carries -0.150; number 6, Cl, carries -0.137; number 7, Cl, carries -0.187; number 8, Cl, carries -0.052